[1]
This record from the OMol25 dataset describes 7 unconnected molecules or ions with the total composition C41H49BNO2P. The level of theory is ωB97M-V/def2-TZVPD.

Each line ends with the Mulliken charge.
Geometry (Å):
C 2.310 2.515 -0.127  -0.611
C 1.606 3.745 -0.308  -0.337
P 1.101 5.593 -0.659  0.450
C 0.672 7.426 -1.025  -0.366
N 0.394 7.505 -2.529  -0.642
B -0.140 5.532 0.799  0.370
O 0.187 6.346 2.002  -0.577
O -1.389 4.738 0.840  -0.335
C -2.542 5.568 0.362  -0.213
C -3.091 4.776 -1.004  -0.824
H 3.139 1.670 0.021  0.322
H 2.487 6.030 -0.448  0.034
H 0.644 5.145 -1.978  0.095
H -0.239 7.846 -0.399  0.236
H 1.640 8.068 -0.813  0.330
H -0.428 6.906 -2.790  0.297
H 1.247 7.097 -2.993  0.200
H -0.500 7.065 2.152  0.347
H -3.402 5.629 1.171  0.287
H -2.128 6.641 0.102  0.207
H -4.073 5.277 -1.411  0.327
H -2.192 4.788 -1.757  0.190
H -3.278 3.668 -0.664  0.221
C 0.939 -0.880 0.216  -0.327
C 2.001 -1.769 0.053  -0.397
C 1.892 -3.079 0.517  -0.376
C 0.716 -3.504 1.136  -0.769
C -0.348 -2.617 1.295  -0.373
C -0.236 -1.304 0.839  -0.797
H 1.025 0.142 -0.143  0.370
H 2.915 -1.439 -0.435  0.523
H 2.723 -3.769 0.397  0.507
H 0.629 -4.527 1.493  0.403
H -1.265 -2.949 1.775  0.598
H -1.063 -0.611 0.968  0.634
C -5.999 -4.284 -0.688  -0.500
C -6.140 -2.900 -0.593  -0.331
C -5.014 -2.094 -0.425  -0.524
C -3.746 -2.671 -0.361  -0.081
C -3.605 -4.055 -0.460  -0.569
C -4.731 -4.862 -0.619  -0.265
H -6.876 -4.913 -0.815  0.377
H -7.127 -2.449 -0.649  0.364
H -5.125 -1.016 -0.344  0.386
H -2.869 -2.043 -0.235  0.287
H -2.616 -4.505 -0.412  0.404
H -4.621 -5.941 -0.690  0.449
C 0.179 0.445 4.528  -0.297
C -0.148 1.289 3.467  -0.345
C -0.459 2.626 3.709  -0.350
C -0.433 3.124 5.012  -0.547
C -0.102 2.281 6.073  -0.349
C 0.199 0.941 5.832  -0.467
H 0.418 -0.598 4.340  0.407
H -0.162 0.903 2.451  0.225
H -0.721 3.282 2.882  0.575
H -0.671 4.167 5.200  0.385
H -0.080 2.669 7.088  0.345
H 0.452 0.283 6.659  0.361
C -6.534 -8.125 0.824  -0.178
C -5.332 -8.374 1.486  -0.459
C -4.927 -9.686 1.729  -0.340
C -5.721 -10.751 1.302  -0.408
C -6.921 -10.502 0.637  -0.315
C -7.330 -9.189 0.401  -0.468
H -6.850 -7.102 0.637  0.353
H -4.710 -7.544 1.813  0.395
H -3.994 -9.879 2.251  0.359
H -5.404 -11.773 1.487  0.345
H -7.539 -11.332 0.302  0.354
H -8.268 -8.996 -0.112  0.355
C 6.943 -2.129 0.075  -0.478
C 8.006 -3.018 -0.087  -0.360
C 7.897 -4.329 0.377  -0.382
C 6.721 -4.754 0.995  -0.447
C 5.657 -3.866 1.154  -0.360
C 5.769 -2.553 0.698  -0.253
H 7.030 -1.107 -0.284  0.357
H 8.920 -2.689 -0.575  0.352
H 8.728 -5.019 0.256  0.352
H 6.634 -5.776 1.353  0.356
H 4.740 -4.198 1.635  0.431
H 4.942 -1.860 0.827  0.451
C 4.122 5.002 -6.573  -0.330
C 3.562 4.717 -5.328  -0.602
C 3.576 5.680 -4.319  -0.139
C 4.142 6.932 -4.559  -0.427
C 4.699 7.218 -5.805  -0.360
C 4.693 6.252 -6.811  -0.420
H 4.114 4.250 -7.358  0.358
H 3.114 3.743 -5.144  0.369
H 3.145 5.455 -3.347  0.546
H 4.148 7.684 -3.774  0.347
H 5.139 8.195 -5.992  0.350
H 5.132 6.474 -7.779  0.350

Properties
gap between HOMO and LUMO	8.7	eV
SMILES	C#C[PH2](CN)B(O)OCC.c1ccccc1.c1ccccc1.c1ccccc1.c1ccccc1.c1ccccc1.c1ccccc1
2S+1	1
LUMO level	0.15	eV
HOMO level	-8.59	eV

---

[2]
This record from the OMol25 dataset describes 14 unconnected molecules or ions with the total composition C24H76N2O14. The level of theory is ωB97M-V/def2-TZVPD.

Each line ends with the Mulliken charge.
Geometry (Å):
C -14.099 -2.439 10.740  -1.458
C -14.321 -3.657 9.885  0.852
O -13.081 -4.140 9.501  -0.300
H -13.732 -1.544 10.282  0.390
H -13.469 -2.617 11.613  0.276
H -15.070 -2.106 11.152  0.398
H -14.944 -3.423 9.023  0.264
H -14.968 -4.378 10.349  -0.550
H -12.768 -3.666 8.721  0.239
C -19.948 -9.104 6.728  -1.515
C -18.776 -8.231 6.472  0.673
O -18.962 -6.914 6.981  -0.664
H -20.907 -8.681 6.412  0.337
H -20.106 -9.086 7.751  0.304
H -19.985 -10.160 6.465  0.384
H -18.799 -8.276 5.381  0.442
H -17.974 -8.697 6.890  -0.372
H -18.831 -7.018 7.917  0.444
C -16.799 -11.005 12.471  -1.598
C -15.833 -9.935 12.318  1.835
O -16.629 -8.778 12.529  -0.552
H -16.325 -11.954 12.555  0.416
H -17.308 -11.029 11.491  0.189
H -17.524 -10.932 13.267  0.405
H -15.488 -10.007 11.311  -0.558
H -15.012 -9.979 13.018  -0.471
H -16.112 -7.996 12.702  0.081
C -15.857 -5.375 6.733  0.718
C -15.943 -4.685 5.383  -0.805
O -14.857 -5.207 4.708  -0.564
H -16.483 -4.865 7.429  0.220
H -14.868 -5.420 7.156  -0.151
H -16.346 -6.336 6.669  -0.463
H -15.893 -3.607 5.399  0.359
H -16.805 -5.014 4.937  0.387
H -15.024 -5.858 4.025  0.310
C -15.725 -13.964 8.797  -1.292
C -16.238 -12.511 8.918  0.646
O -17.658 -12.637 8.856  -0.578
H -14.648 -13.849 8.866  0.291
H -15.983 -14.486 7.859  0.305
H -16.131 -14.588 9.566  0.410
H -15.790 -11.875 8.224  -0.053
H -15.909 -12.105 9.841  -0.058
H -17.910 -13.204 9.608  0.343
C -12.237 -9.047 13.318  -0.496
C -12.695 -8.834 14.758  -0.196
O -12.012 -9.629 15.684  -0.545
H -11.174 -9.046 13.154  0.549
H -12.776 -8.332 12.667  -0.349
H -12.594 -10.047 12.986  0.382
H -13.664 -9.261 14.735  0.132
H -12.677 -7.745 15.024  0.184
H -11.079 -9.619 15.467  0.325
C -15.277 -8.639 4.763  0.124
C -15.409 -8.640 3.225  -0.543
O -15.199 -7.359 2.769  -0.547
H -14.367 -8.105 5.067  -0.151
H -15.393 -9.624 5.228  0.340
H -16.118 -8.122 5.140  -0.165
H -16.421 -8.925 2.807  0.321
H -14.700 -9.229 2.602  0.270
H -15.655 -7.159 1.906  0.310
C -12.182 -7.414 7.216  1.525
C -10.732 -7.436 6.789  -0.850
O -10.331 -8.699 6.469  -0.573
H -12.570 -6.417 7.477  -0.001
H -12.400 -8.016 8.109  -0.673
H -12.774 -7.823 6.347  -0.564
H -10.134 -6.883 7.551  0.365
H -10.579 -6.921 5.855  0.436
H -9.831 -8.969 7.250  0.372
C -14.290 -7.655 9.762  3.538
C -15.293 -7.999 8.719  0.505
O -15.999 -9.185 9.045  -0.256
H -14.887 -7.417 10.656  -1.717
H -13.731 -6.733 9.544  -0.100
H -13.692 -8.539 10.037  -0.962
H -14.796 -8.022 7.726  -0.668
H -16.053 -7.208 8.751  -0.142
H -16.894 -8.859 9.250  0.206
C -17.124 -5.726 13.550  -1.759
C -15.788 -5.680 12.869  0.930
O -14.995 -6.673 13.328  -0.485
H -17.858 -5.138 13.018  0.472
H -17.088 -5.367 14.548  0.424
H -17.588 -6.695 13.577  0.277
H -15.410 -4.717 13.160  0.643
H -15.839 -5.759 11.768  -0.852
H -14.405 -6.311 14.021  0.318
C -12.741 -10.890 8.598  0.482
O -12.744 -11.272 9.962  -0.693
N -11.751 -11.202 7.753  -0.454
N -13.762 -10.490 7.959  0.539
H -10.981 -11.673 8.122  0.306
H -11.867 -10.952 6.743  0.173
H -14.497 -9.972 8.474  -0.796
H -13.708 -10.375 6.950  0.141
C -12.044 -5.631 11.868  -0.712
O -11.072 -5.251 10.969  -0.636
H -11.699 -6.285 12.706  0.269
H -12.991 -5.981 11.390  0.095
H -12.361 -4.681 12.274  0.521
H -11.570 -4.989 10.155  0.501
C -18.242 -6.561 10.240  -0.702
O -18.470 -7.790 9.470  -0.456
H -19.177 -6.026 10.279  0.510
H -17.489 -5.936 9.887  0.186
H -18.024 -6.834 11.307  0.199
H -19.003 -8.294 10.069  0.222
C -10.779 -8.818 10.356  -0.408
O -10.183 -9.474 9.228  -0.684
H -11.143 -7.769 10.226  0.287
H -10.116 -8.781 11.193  0.538
H -11.626 -9.305 10.650  -0.134
H -10.824 -9.938 8.700  0.436

Properties
gap between HOMO and LUMO	9.7	eV
2S+1	1
LUMO level	0.35	eV
HOMO level	-9.38	eV

---

[3]
This record from the OMol25 dataset describes a molecular structure, C34H27MnN7O6S3. The level of theory is ωB97M-V/def2-TZVPD.

Each line ends with the Mulliken spin population.
Geometry (Å):
Mn 0.180 -1.146 -1.258  3.937
N 9.221 3.653 -0.164  0.000
C 8.195 3.206 -0.427  0.000
C 6.843 2.689 -0.622  0.000
C 6.030 2.479 0.431  0.000
C 4.753 1.970 0.239  0.001
C 4.324 1.593 -1.038  -0.009
C 5.137 1.915 -2.148  -0.004
C 6.394 2.429 -1.921  0.000
C 3.075 0.805 -1.239  0.033
C 3.169 -0.517 -0.800  -0.016
C 4.321 -1.174 -0.256  0.023
C 3.989 -2.509 -0.166  -0.008
C 2.691 -2.656 -0.657  0.027
N 2.154 -1.488 -0.933  -0.133
C 1.971 1.276 -1.952  0.047
C 1.830 2.565 -2.485  0.015
C 0.536 2.689 -2.927  0.002
C -0.098 1.453 -2.647  0.041
N 0.729 0.646 -1.981  -0.051
H 6.440 2.701 1.441  0.000
H 4.019 1.835 1.084  0.000
H 4.847 1.613 -3.165  0.000
H 7.027 2.670 -2.762  0.000
H 5.244 -0.687 0.104  0.001
H 4.620 -3.317 0.156  0.000
H 2.239 -3.643 -0.826  -0.002
H 2.606 3.313 -2.573  -0.001
H -0.040 3.523 -3.324  0.001
H -1.174 1.273 -2.699  0.002
C -5.348 -4.284 2.733  -0.001
C -4.806 -3.280 1.751  0.003
C -5.149 -3.217 0.398  -0.001
C -4.558 -2.240 -0.426  0.005
C -3.558 -1.415 0.105  0.005
C -3.227 -1.466 1.437  0.008
C -3.825 -2.425 2.221  -0.005
S -2.794 -0.312 -1.063  0.042
O -3.860 0.123 -2.003  -0.005
O -2.061 0.696 -0.322  0.005
N -1.666 -1.123 -1.837  -0.082
C -2.043 -2.178 -2.747  0.012
C -0.924 -3.203 -2.839  0.016
O -1.103 -4.253 -3.481  0.008
O 0.185 -2.878 -2.217  0.067
H -4.948 -5.296 2.452  0.000
H -6.420 -4.421 2.608  0.000
H -5.065 -3.954 3.793  0.000
H -5.900 -3.827 -0.001  0.000
H -4.893 -2.134 -1.448  0.000
H -2.483 -0.829 1.880  -0.002
H -3.578 -2.500 3.255  0.000
H -2.285 -1.749 -3.672  -0.001
H -2.864 -2.777 -2.460  0.000
N -3.763 4.688 0.701  0.000
C -2.646 3.907 1.010  0.001
C -2.702 3.078 2.135  0.000
C -1.646 2.387 2.608  0.000
C -0.492 2.344 1.876  -0.003
C -0.336 3.141 0.759  -0.001
C -1.444 3.858 0.296  0.000
S 0.778 1.231 2.329  0.010
O 2.098 1.819 2.013  0.000
O 0.583 0.925 3.737  0.003
N 0.622 -0.011 1.369  0.032
C -0.026 -1.134 1.571  -0.031
S -0.415 -1.835 3.165  0.000
C -0.912 -3.325 2.346  0.004
C -0.727 -3.178 0.998  0.022
N -0.263 -1.969 0.615  -0.016
H -4.635 4.255 0.953  0.000
H -3.841 5.109 -0.227  0.000
H -3.576 3.128 2.787  0.000
H -1.710 1.881 3.525  0.000
H 0.560 3.133 0.187  0.000
H -1.375 4.451 -0.572  0.000
H -1.256 -4.178 2.929  0.000
H -0.978 -3.923 0.290  0.000

Properties
gap between HOMO and LUMO (alpha / beta)	6.7 / 6.6	eV
2S+1	5
charge	-1
LUMO level (alpha / beta)	1.30 / 1.22	eV
HOMO level (alpha / beta)	-5.39 / -5.38	eV

---

| no. | energy (Eh) |
| --- | --- |
| 1 | -2162.885661 |
| 2 | -2122.583428 |
| 3 | -4492.278952 |